No. 1
This record from OMol25 describes a molecular structure, C25H52Cl2P2Si2Ti. The level of theory is the ωB97M-V functional and the def2-TZVPD basis.

Output
HOMO in eV: -6.08
Spin multiplicity: 1
Molecular weight in g mol⁻¹: 589.58
Gap between HOMO and LUMO in eV: 4.78

CARTESIAN COORDINATES (ANGSTROEM)
Ti  -0.04365  0.01439  -0.09775
C  -2.00784  0.25808  1.62416
C  -1.85264  1.48458  0.95072
C  -2.13251  1.21373  -0.43348
Si  -1.34659  3.03805  1.84128
C  -2.42311  -0.16596  -0.56906
C  -2.33095  -0.77859  0.72885
Si  -2.52299  -2.54114  1.29434
H  -1.80685  0.11255  2.67160
H  -2.18097  1.94363  -1.22527
H  -2.72612  -0.65411  -1.48102
Cl  3.09636  -0.17815  -4.94681
C  -2.81778  -2.56573  3.14766
C  -3.96891  -3.39165  0.44304
C  -1.66957  2.82555  3.67748
C  -2.30173  4.53748  1.22640
H  -4.90333  -3.09762  0.92084
H  -3.88715  -4.47577  0.52131
H  -4.05603  -3.14478  -0.61294
H  -1.94971  -2.19529  3.69076
H  -3.00887  -3.58207  3.49266
H  -3.67548  -1.95493  3.42647
H  -3.30436  4.53854  1.65364
H  -2.41298  4.56490  0.14456
H  -1.81435  5.46404  1.53006
H  -2.70885  2.56728  3.87636
H  -1.44796  3.74680  4.21643
H  -1.04165  2.04206  4.09916
C  -0.88511  -3.43682  0.96348
C  0.52259  3.25438  1.60953
P  -0.06599  -2.72112  -0.50909
H  -0.98649  -4.52076  0.92969
H  -0.23584  -3.19064  1.80482
P  1.03999  2.55564  -0.00200
H  0.99166  2.62144  2.36407
H  0.86240  4.27554  1.77835
C  2.90615  2.75227  -0.10870
C  0.36276  3.80053  -1.22930
C  -1.13610  -3.34157  -1.91720
C  1.56842  -3.62461  -0.72258
C  2.72742  -2.77698  -0.21709
H  1.66952  -3.73329  -1.80513
C  1.60451  -5.00609  -0.08580
H  1.60530  -4.93314  1.00006
H  2.52190  -5.52031  -0.37610
H  0.76870  -5.63493  -0.37708
H  2.69086  -1.76603  -0.61092
H  3.67544  -3.22403  -0.52015
H  2.71985  -2.70075  0.86702
H  -2.11280  -2.93239  -1.65775
C  -1.27561  -4.85183  -2.02457
C  -0.73049  -2.73502  -3.25020
H  -1.53110  -5.32020  -1.07752
H  -0.36020  -5.30951  -2.39557
H  -2.06725  -5.10006  -2.73332
H  -0.90713  -1.66532  -3.27629
H  -1.30021  -3.19592  -4.05794
H  0.32441  -2.89893  -3.46686
H  -0.70627  3.77613  -1.01690
C  0.55026  3.33666  -2.66439
C  0.84267  5.23164  -1.04795
H  0.75213  5.57844  -0.02152
H  0.24874  5.90238  -1.67062
H  1.88039  5.34335  -1.35646
H  -0.02444  2.44122  -2.87409
H  1.59348  3.11664  -2.88699
H  0.23073  4.11867  -3.35409
C  3.60777  1.43395  0.18599
C  3.46708  3.85861  0.77273
H  3.08550  3.01024  -1.15521
H  3.39646  3.58955  1.82488
H  2.96479  4.81160  0.63828
H  4.52395  4.00730  0.54690
H  3.52608  1.16787  1.23682
H  4.66710  1.51193  -0.06334
H  3.18588  0.61460  -0.38727
C  1.12535  -0.04430  -2.11416
H  0.36376  0.18270  -2.87151
H  1.90885  0.70066  -2.26074
H  1.55359  -1.00167  -2.41548
Cl  0.55600  -1.11003  3.07742
C  1.24214  -0.26580  1.67940
H  1.55481  0.69022  2.08609
H  2.18222  -0.74795  1.40488



No. 2
This record from OMol25 describes a single C9H9N3O molecule. The level of theory is the ωB97M-V functional and the def2-TZVPD basis.

Output
HOMO in eV: -8.97
Spin multiplicity: 1
Energy above the lowest of the compared OMol25 structures with the same formula, charge and spin in kcal per mole: 58.5
Molecular weight in g mol⁻¹: 175.19
SMILES: Cc1cccc2[nH]c(N)nc(=O)c12
Gap between HOMO and LUMO in eV: 9.30

CARTESIAN COORDINATES (ANGSTROEM)
C  -2.57873  1.64837  0.27820
C  -1.76727  0.40316  -0.00038
C  -2.61260  -0.63025  -0.22686
C  -2.23483  -1.88708  -0.09147
C  -0.76925  -2.07061  0.01638
C  0.10321  -1.01695  -0.00528
N  1.44280  -1.13764  0.18737
C  2.27820  -0.14884  0.16122
N  3.62174  -0.44338  -0.19586
N  1.91278  1.09263  0.35402
C  0.59986  1.33130  -0.07534
O  0.15927  2.43029  -0.44923
C  -0.39361  0.25465  0.04906
H  -2.55507  2.26503  -0.63730
H  -3.65215  1.29557  0.35785
H  -2.56973  2.11206  1.47044
H  -3.75487  -0.45615  -0.09578
H  -2.95936  -2.69198  -0.14465
H  -0.51088  -3.19839  0.13805
H  1.88127  -1.87239  -0.73654
H  4.05913  0.40411  -0.10264
H  4.19636  -1.18382  0.29255



No. 3
This record from OMol25 describes a molecular structure, C17H23BN6O6Ru. The level of theory is the ωB97M-V functional and the def2-TZVPD basis.

Output
HOMO (spin up / spin down) in eV: -12.02 / -11.81
Spin multiplicity: 2
Energy above the lowest of the compared OMol25 structures with the same formula, charge and spin in kcal per mole: 0.0
Molecular weight in g mol⁻¹: 519.29
Charge: +1
<S²>: 0.75
Gap between HOMO and LUMO (spin up / spin down) in eV: 10.00 / 7.56

CARTESIAN COORDINATES (ANGSTROEM)
Ru  0.07754  0.34725  -0.10336
C  -0.15716  4.54584  -0.46823
C  -0.59730  3.27034  -0.81058
N  0.10504  2.36605  -0.12911
N  0.99847  3.02244  0.64482
C  0.84880  4.33906  0.45717
B  1.96201  2.21767  1.55462
N  1.06745  1.35934  2.48312
C  0.85558  1.45221  3.79794
C  -0.25306  0.68841  4.12578
C  -0.68413  0.16431  2.91485
N  0.12574  0.56515  1.92979
N  2.76235  1.28236  0.63373
C  4.06589  1.28178  0.31899
C  4.25592  0.44404  -0.76186
C  2.98244  -0.03288  -1.06799
N  2.09818  0.47107  -0.21167
H  -0.51455  5.48529  -0.84943
H  -1.33740  2.94809  -1.52503
H  1.46812  5.03755  0.99451
H  2.67560  2.93518  2.18443
H  1.49878  2.05990  4.41204
H  -0.68421  0.54047  5.09942
H  -1.53084  -0.46635  2.70349
H  4.76158  1.88253  0.87979
H  5.17886  0.21738  -1.26426
H  2.66728  -0.68290  -1.86458
O  -4.26554  0.59860  -0.20483
C  -3.12207  0.02170  -0.51741
O  -2.08022  0.37225  0.01314
C  -3.34576  -1.09615  -1.51672
O  -2.18348  -1.75212  -1.92591
C  -1.59368  -1.19424  -3.10686
C  -1.10106  0.19426  -2.72191
O  -1.81070  1.16163  -2.90001
O  0.04386  0.20644  -2.07904
H  -4.10466  1.31937  0.42551
H  -3.91209  -0.67156  -2.35091
H  -3.99245  -1.82260  -1.01764
H  -2.33031  -1.13223  -3.90906
H  -0.78029  -1.85857  -3.38651
C  0.16032  -3.91788  -0.88630
C  -0.40528  -4.02501  0.52876
C  -0.74959  -2.58395  0.86874
O  0.15590  -1.77366  0.07657
C  0.92670  -2.61304  -0.82910
H  -0.64616  -3.85340  -1.61657
H  0.80753  -4.75300  -1.14616
H  0.34819  -4.40812  1.21736
H  -1.27898  -4.67056  0.58795
H  -0.57870  -2.34548  1.91592
H  -1.76911  -2.32118  0.58792
H  1.92533  -2.73471  -0.40648
H  0.98535  -2.08835  -1.77884



No. 4
This record from OMol25 describes a single C4H9NO molecule. The level of theory is the ωB97M-V functional and the def2-TZVPD basis.

Output
HOMO in eV: -9.38
Spin multiplicity: 1
Energy above the lowest of the compared OMol25 structures with the same formula, charge and spin in kcal per mole: 20.3
Molecular weight in g mol⁻¹: 87.12
SMILES: CCN(C)C=O
Gap between HOMO and LUMO in eV: 10.25

CARTESIAN COORDINATES (ANGSTROEM)
C  -1.75968  -0.24172  -0.80842
C  -0.32382  0.30820  -0.93691
N  0.53935  0.01665  0.22894
C  1.35071  0.99071  0.95299
C  0.64434  -1.28205  0.62411
O  0.09374  -2.22897  0.10474
H  -2.47798  0.37248  -1.36482
H  -2.06635  -0.24268  0.24016
H  -1.84241  -1.26669  -1.17421
H  -0.36164  1.39323  -1.07732
H  0.13861  -0.11119  -1.84120
H  0.75904  1.77507  1.43804
H  2.13799  1.45911  0.34848
H  1.86536  0.44937  1.75566
H  1.30274  -1.39153  1.50978



No. 5
This record from OMol25 describes 2 unconnected molecules or ions with the total composition C4H12NO2S2. The level of theory is the ωB97M-V functional and the def2-TZVPD basis.

Output
HOMO in eV: -12.26
Spin multiplicity: 1
Energy above the lowest of the compared OMol25 structures with the same formula, charge and spin in kcal per mole: 56.2
Molecular weight in g mol⁻¹: 170.28
Charge: +1
Gap between HOMO and LUMO in eV: 8.48

CARTESIAN COORDINATES (ANGSTROEM)
C  -1.13397  -0.96722  -1.88732
C  -1.74228  1.83212  0.73086
C  2.25783  -0.70820  0.36905
C  -1.31649  -0.44977  0.45108
N  1.23240  0.31585  0.32015
O  -1.36019  -0.10371  -0.80096
O  -1.45432  0.50962  1.29670
S  3.92697  -0.08803  -0.07621
S  -1.15904  -2.05700  0.99554
H  -1.56153  -0.36260  -2.64801
H  -1.55152  -1.93644  -1.80596
H  -0.10228  -1.31428  -1.98159
H  -2.72183  1.84215  0.29737
H  -0.95618  2.08887  -0.17665
H  -1.60106  2.64193  1.51451
H  2.40247  -1.01354  1.41766
H  1.78524  -1.52487  -0.25572
H  1.32816  0.99321  1.06778
H  1.57773  0.78235  -0.49274
H  3.35975  1.07176  -0.64931
H  -1.20987  -1.55220  2.31377



No. 6
This record from OMol25 describes a single C4H6N2O3 molecule. The level of theory is the ωB97M-V functional and the def2-TZVPD basis.

Output
HOMO in eV: -9.22
Spin multiplicity: 1
Energy above the lowest of the compared OMol25 structures with the same formula, charge and spin in kcal per mole: 251.0
Molecular weight in g mol⁻¹: 130.10
SMILES: O=CCON/C=C\N=O
Gap between HOMO and LUMO in eV: 7.45

CARTESIAN COORDINATES (ANGSTROEM)
O  0.50555  3.32885  -0.01781
C  0.39793  2.16504  0.05722
C  -0.78231  1.50853  0.94188
O  -1.08541  0.19411  0.66376
N  -1.11739  0.19210  -0.85614
C  -0.74594  -1.19767  -1.25917
C  -0.01260  -2.22510  -0.41765
N  0.82188  -1.91187  0.75189
O  2.06798  -2.39139  0.16531
H  1.32076  1.62304  -0.33150
H  -1.47160  2.40493  1.24285
H  -0.35497  1.51358  1.93724
H  -1.96813  0.38777  -1.39605
H  -1.06992  -1.42187  -2.22185
H  0.56486  -3.02645  -0.92471



No. 7
This record from OMol25 describes a single C3H4N4O molecule. The level of theory is the ωB97M-V functional and the def2-TZVPD basis.

Output
HOMO in eV: -8.95
Spin multiplicity: 1
Energy above the lowest of the compared OMol25 structures with the same formula, charge and spin in kcal per mole: 128.9
Molecular weight in g mol⁻¹: 112.09
SMILES: C=N/N=c1\cn[nH]o1
Gap between HOMO and LUMO in eV: 8.72

CARTESIAN COORDINATES (ANGSTROEM)
C  1.00456  1.33158  -2.31827
N  0.36528  0.44174  -1.58373
N  0.50422  0.83874  -0.27579
C  0.03190  0.01964  0.62047
C  -0.81316  -1.13203  0.33685
N  -0.91918  -1.77980  1.49607
N  -0.16964  -1.05287  2.48128
O  0.10470  0.34518  1.93245
H  1.44863  2.32344  -1.96032
H  0.63638  1.12507  -3.33828
H  -1.36103  -1.61008  -0.57426
H  -0.83265  -0.85061  3.18354



No. 8
This record from OMol25 describes a single C6H13NO2 molecule. The level of theory is the ωB97M-V functional and the def2-TZVPD basis.

Output
HOMO (spin up / spin down) in eV: -9.05 / -9.05
Spin multiplicity: 1
Energy above the lowest of the compared OMol25 structures with the same formula, charge and spin in kcal per mole: 143.5
Molecular weight in g mol⁻¹: 131.18
Gap between HOMO and LUMO (spin up / spin down) in eV: 7.87 / 7.88

CARTESIAN COORDINATES (ANGSTROEM)
C  -1.13571  -1.73412  -0.57033
C  1.07697  -1.62076  0.64524
C  -0.27044  -0.94080  0.41485
O  -0.91208  -0.60522  1.53028
H  0.88764  -2.64331  0.97897
H  -1.38732  -2.69094  -0.10827
H  -2.06845  -1.20766  -0.77276
H  -0.61493  -1.92788  -1.51173
H  1.66766  -1.66674  -0.27289
H  1.64893  -1.12024  1.42365
C  1.31521  1.26649  0.28723
N  -1.24005  1.28384  0.19255
C  0.03672  0.67883  -0.28362
C  -0.20856  0.86417  -1.65220
O  -1.16927  2.64376  0.52632
H  -0.47295  2.74255  1.19660
H  -1.42321  0.53938  1.07766
H  1.33058  1.16464  1.37310
H  1.41233  2.32299  0.02909
H  2.18551  0.74843  -0.11253
H  0.45530  1.42970  -2.30191
H  -1.11390  0.47286  -2.08930